{
  "formula": "C3H12NO3S",
  "method": "the ωB97M-V functional and the def2-TZVPD basis",
  "lumo_ev": 3.1,
  "orbital_gap_ev": 7.24,
  "charge": -1,
  "e_homo_ev": -4.11,
  "elements": ["C", "C", "S", "N", "C", "O", "H", "H", "H", "H", "H", "H", "H", "H", "H", "H", "O", "H", "H", "O"],
  "coordinates": [[0.435, -0.389, 0.135], [1.160, -1.626, -0.356], [2.592, -1.962, 0.746], [-0.842, -0.198, -0.607], [-1.412, 1.241, -0.233], [-0.766, 2.241, -0.852], [1.058, 0.487, -0.041], [0.158, -0.520, 1.179], [0.523, -2.504, -0.248], [1.497, -1.549, -1.387], [3.130, -0.734, 0.787], [-0.533, 0.010, -1.555], [-1.217, 1.277, 0.849], [-2.448, 1.122, -0.577], [0.438, 2.658, -0.085], [1.562, 3.648, -0.259], [1.266, 3.054, 0.439], [-1.900, -2.018, -0.050], [-2.379, -1.775, 1.406], [-2.324, -2.464, 0.709]],
  "forces_ev_per_angstrom": [[-1.043, -0.040, -1.062], [0.277, 0.079, 0.768], [0.056, -0.324, -0.150], [0.440, 0.671, 0.317], [1.313, -0.739, -0.964], [-0.072, -0.348, -0.106], [0.262, 0.158, 0.508], [0.336, 0.145, 0.183], [0.030, -0.041, -0.057], [-0.023, 0.082, -0.068], [-0.173, 0.059, -0.137], [-0.237, -0.125, -0.226], [-0.840, -0.127, 0.361], [-0.319, 0.227, 0.585], [0.021, 0.152, 0.437], [0.244, 0.110, 0.234], [-0.279, -0.129, -0.642], [-0.047, 0.523, 0.354], [0.170, -0.570, -0.944], [-0.116, 0.236, 0.608]],
  "mulliken_charge": [-0.661, -0.531, -0.304, -0.382, -0.528, -0.868, 0.471, 0.254, 0.306, 0.337, 0.116, 0.258, 0.277, 0.322, 0.448, 0.262, -0.756, 0.385, 0.303, -0.709]
}